[1]
{"formula": "C55H40Br4N6O2RuS", "method": "ωB97M-V/def2-TZVPD", "charge": -1, "spin_multiplicity": 6, "s2": 8.85, "largest_force_ev_per_a": 0.4, "e_tot_ha": -13388.15154, "homo_ev": [-2.6, -4.2], "elements": ["C", "C", "C", "Br", "O", "C", "C", "H", "C", "C", "H", "C", "C", "H", "H", "N", "H", "H", "C", "H", "N", "C", "C", "N", "H", "H", "H", "C", "C", "H", "C", "H", "H", "O", "C", "H", "H", "C", "H", "S", "Br", "H", "C", "C", "C", "C", "H", "C", "H", "C", "C", "H", "H", "Ru", "C", "C", "C", "H", "H", "C", "Br", "H", "N", "C", "C", "C", "H", "C", "H", "H", "H", "Br", "C", "C", "C", "H", "C", "C", "C", "H", "H", "H", "C", "C", "C", "H", "C", "C", "N", "C", "C", "C", "C", "C", "H", "C", "N", "C", "C", "H", "C", "H", "H", "H", "H", "H", "C", "C", "C"], "positions_angstrom": [[-1.437807, -0.944203, -1.074363], [0.182113, 5.185649, 0.173578], [0.729079, 7.263168, -0.916853], [-4.096299, -3.769668, -2.658588], [-0.415017, -0.317621, -1.400126], [-2.015017, -0.680964, 0.268575], [2.152278, -2.121448, -1.474554], [2.780764, -2.648926, -6.613079], [0.994443, 1.507087, 6.254173], [-3.285286, -2.486961, -1.540867], [-3.358608, 2.216303, -5.234011], [1.110702, -4.059858, -1.030677], [-2.988022, -5.355004, 1.970421], [-3.908902, 0.438322, -2.817005], [-3.320625, -7.466133, 1.720225], [0.803257, -1.266716, 2.306857], [-6.001462, 3.237233, -0.711348], [0.164893, 2.055913, 5.824762], [2.699153, -1.932735, -4.593538], [2.500197, 7.222208, -2.124124], [1.315367, 1.474043, 1.768520], [1.542548, 3.117125, -0.089523], [-2.389072, 2.291413, -4.734175], [2.082198, 0.852518, -0.818532], [-2.381346, -3.303155, 2.107144], [3.123001, 1.124808, -3.963143], [2.023467, 3.186394, 4.516293], [2.756143, 1.293798, -2.962218], [0.988859, -0.851703, 3.617164], [0.777649, 2.388640, 8.196133], [0.558690, -1.904655, 4.487645], [6.520823, -1.500184, -4.870637], [-5.493919, 2.773144, -2.338339], [-1.390017, 0.039063, 1.066969], [-3.912026, -2.123422, -0.303815], [5.237023, -2.378438, -6.798228], [1.926841, 4.671997, 2.289342], [3.072536, 0.047825, 7.365469], [0.588971, -1.869658, 5.565942], [-1.637173, 2.664806, -1.210631], [-5.585061, -2.871028, 0.144698], [-2.357514, 3.217813, -4.160071], [1.693806, 0.605089, 5.454935], [-2.098522, -1.905843, -1.911818], [0.119636, -3.356945, 1.216804], [2.592935, 0.269852, -1.966187], [0.686136, -5.043825, -1.129772], [2.280145, 2.448772, -2.441267], [2.650605, 1.110427, 9.185888], [2.120790, 5.318631, -1.217804], [1.912432, 2.189689, -1.065691], [-0.333468, -3.852089, 4.024783], [1.622551, -2.036033, -4.512512], [1.035946, -0.167468, 0.617016], [-0.780723, -4.526051, 1.372675], [1.961562, -3.448948, -1.918793], [0.081895, -2.908763, 3.706458], [3.270147, -0.841441, 5.418590], [0.512876, 8.305868, -1.116663], [1.507078, 1.515510, 3.144955], [-4.082669, -0.703817, 2.179906], [-1.607098, 2.331911, -5.496676], [1.481285, -1.952578, -0.278196], [0.276937, -2.515287, 2.333792], [0.842314, -3.126751, 0.013471], [1.292760, 4.545679, -0.396897], [-7.046394, 2.198825, -1.696672], [1.470951, 2.736781, 1.292126], [2.378531, -3.878158, -2.816472], [-0.958811, 6.981623, 0.382796], [-2.235340, 0.165510, -4.360342], [-1.261750, -2.285989, -3.556949], [-2.081717, -4.312142, 1.847779], [-2.950286, 1.697303, -1.545095], [1.382094, 0.412741, 4.008906], [-5.763744, 0.890843, 0.071924], [1.333754, 1.685428, 7.588527], [3.351213, -2.268071, -5.773509], [2.728884, -1.077639, -2.225953], [5.349034, -0.892191, -2.777049], [-3.693251, 1.934165, 0.265554], [-5.406964, 0.349277, -1.550495], [-2.613059, -6.650070, 1.632461], [5.446620, -1.620805, -4.797722], [4.790886, -1.282519, -3.620042], [3.031312, 4.890805, -1.613121], [1.798143, 2.848727, 3.517257], [1.747192, 3.611609, 2.378383], [-3.893571, 1.429981, -0.585108], [-0.412629, -5.840261, 1.068822], [-2.153912, 1.102588, -3.810533], [-6.007448, 2.424211, -1.440139], [2.728615, -0.131394, 6.032067], [-1.318129, -6.886462, 1.193200], [-1.004288, -7.894966, 0.949892], [-3.301666, -1.245553, 0.551261], [-3.114077, 1.045100, -2.714633], [4.728658, -2.117059, -5.877760], [-5.304491, 1.195447, -0.867673], [2.169758, 3.384466, -2.961081], [2.378574, 0.962123, 8.147569], [-3.994223, -5.151800, 2.318291], [-1.158093, 1.155263, -3.373244], [3.886915, -0.524127, 7.792755], [-0.486897, 4.605744, 0.796021], [0.604632, -6.052028, 0.768020], [1.837896, 6.652366, -1.482590], [3.413180, -1.441989, -3.502141], [-0.093279, 6.519917, -0.077748]], "forces_ev_per_angstrom": [[-0.125, -0.121, 0.124], [-0.004, -0.088, -0.089], [-0.028, -0.057, 0.051], [-0.037, -0.016, 0.006], [0.062, -0.218, -0.125], [-0.094, -0.234, -0.118], [-0.160, -0.157, 0.181], [0.018, 0.028, 0.022], [-0.086, -0.026, 0.015], [-0.015, 0.100, 0.161], [0.029, 0.017, 0.006], [-0.193, 0.025, 0.096], [0.045, -0.034, 0.007], [0.035, -0.097, 0.016], [0.019, 0.022, -0.011], [0.186, -0.057, 0.340], [0.006, -0.011, -0.039], [0.045, 0.023, -0.012], [-0.001, -0.002, -0.088], [0.011, -0.020, 0.019], [0.110, 0.158, 0.307], [-0.019, -0.199, -0.156], [-0.002, -0.013, 0.042], [0.108, -0.199, -0.179], [-0.007, -0.027, -0.021], [-0.023, 0.033, 0.029], [-0.005, -0.016, -0.035], [-0.015, 0.168, 0.016], [-0.116, 0.211, -0.180], [-0.010, 0.001, -0.013], [-0.090, -0.239, -0.002], [-0.014, 0.015, 0.005], [-0.035, -0.005, 0.009], [0.158, 0.009, -0.015], [0.099, -0.073, -0.180], [-0.003, -0.003, 0.024], [-0.005, -0.051, 0.001], [-0.064, 0.023, -0.019], [-0.005, -0.004, -0.046], [-0.159, 0.161, -0.006], [-0.016, 0.000, -0.004], [0.015, 0.000, -0.016], [0.011, 0.040, -0.032], [-0.078, 0.062, 0.034], [-0.086, 0.126, 0.278], [-0.121, -0.094, 0.083], [0.056, -0.018, 0.065], [0.021, -0.034, -0.131], [-0.015, -0.016, -0.021], [0.077, 0.015, 0.121], [-0.030, 0.203, 0.341], [0.017, 0.023, -0.009], [0.054, -0.007, 0.029], [0.024, 0.187, -0.176], [0.012, -0.070, -0.033], [0.105, 0.080, -0.050], [-0.087, 0.053, 0.157], [0.001, 0.028, 0.001], [0.002, -0.022, -0.005], [-0.020, 0.260, -0.238], [0.080, -0.040, -0.002], [-0.052, 0.000, 0.017], [0.025, -0.023, -0.143], [0.136, -0.188, -0.251], [0.119, -0.107, -0.127], [0.010, 0.099, -0.055], [0.069, 0.000, 0.020], [0.217, 0.118, 0.151], [-0.034, 0.027, 0.036], [-0.008, -0.025, -0.034], [-0.010, 0.063, 0.034], [0.078, -0.124, 0.102], [0.016, -0.017, -0.078], [0.026, -0.201, -0.012], [-0.094, -0.263, 0.113], [-0.018, -0.089, -0.008], [0.007, -0.031, -0.025], [-0.013, 0.010, 0.059], [-0.046, 0.243, -0.155], [-0.023, -0.018, -0.005], [-0.016, 0.020, 0.026], [-0.037, -0.103, 0.060], [-0.005, 0.061, 0.023], [-0.044, -0.008, -0.017], [0.055, -0.039, -0.056], [-0.002, -0.078, -0.044], [0.009, -0.144, 0.091], [-0.077, 0.106, -0.200], [-0.122, 0.411, -0.128], [-0.011, -0.012, 0.078], [-0.125, 0.194, -0.075], [-0.012, -0.016, 0.026], [0.034, 0.068, 0.054], [0.036, 0.042, -0.005], [0.001, 0.014, 0.008], [-0.035, -0.095, 0.080], [0.005, 0.272, -0.080], [-0.021, 0.027, 0.033], [0.199, 0.075, -0.081], [0.001, 0.051, 0.056], [0.030, -0.018, -0.034], [0.032, 0.011, -0.003], [0.027, -0.068, 0.020], [-0.004, -0.004, -0.007], [0.020, 0.003, 0.019], [-0.004, 0.023, -0.035], [-0.001, -0.003, -0.001], [-0.036, -0.069, 0.024], [0.062, 0.002, -0.006]]}


[2]
{"formula": "C2H11N5", "method": "ωB97M-V/def2-TZVPD", "charge": 2, "spin_multiplicity": 1, "largest_force_ev_per_a": 2.7, "e_tot_ha": -355.81425, "homo_ev": -18.3, "elements": ["N", "H", "C", "H", "C", "H", "H", "N", "H", "H", "H", "N", "H", "H", "N", "H", "N", "H"], "positions_angstrom": [[2.505493, -0.161950, -0.223626], [0.116983, 1.829421, 0.394367], [1.863265, 0.801692, -0.278111], [3.126094, -1.908436, -0.501183], [-0.876375, -0.381650, 1.017707], [-3.079560, -0.962382, -0.565121], [-0.840910, -0.624835, -1.003784], [0.965747, 1.742967, -0.152581], [4.292079, -0.878351, 0.381199], [0.163683, -0.515586, 0.815023], [-1.207519, -1.345399, 1.374453], [-1.375671, -0.092527, -0.329939], [-1.170879, 0.334447, 1.775789], [-3.262853, 0.447790, 0.121254], [3.279933, -1.147988, 0.110231], [1.082492, 2.620945, -0.667641], [-2.741014, -0.046891, -0.619358], [-2.840987, 0.288734, -1.648679]], "forces_ev_per_angstrom": [[-0.742, 1.229, 0.041], [0.463, -1.114, 0.509], [-0.879, 0.284, 0.999], [0.504, -1.132, -0.650], [-1.465, -1.058, -0.413], [-1.437, -2.219, -0.239], [-0.684, -0.087, -0.339], [0.931, 1.454, -1.350], [-2.222, -0.656, -0.563], [0.715, 0.298, 0.647], [-0.250, -0.498, 0.247], [2.050, 1.443, 0.203], [0.350, 0.501, -0.085], [0.126, 0.668, -0.727], [2.289, 0.947, 0.978], [0.394, -0.542, -0.142], [0.258, 0.587, -1.394], [-0.404, -0.105, 2.279]]}


[3]
{"formula": "C45H26Cl2I4N4O3S2Sr", "method": "ωB97M-V/def2-TZVPD", "charge": -2, "spin_multiplicity": 1, "largest_force_ev_per_a": 0.8, "e_tot_ha": -5113.69825, "homo_ev": -1.9, "elements": ["C", "C", "H", "C", "C", "C", "H", "N", "C", "I", "C", "N", "C", "I", "C", "C", "C", "O", "C", "Cl", "H", "O", "H", "C", "C", "H", "H", "I", "C", "C", "C", "C", "Cl", "H", "H", "H", "H", "H", "H", "O", "C", "C", "C", "H", "C", "C", "C", "C", "C", "C", "C", "H", "C", "H", "H", "H", "H", "C", "C", "Sr", "C", "C", "H", "H", "H", "C", "C", "I", "C", "C", "C", "S", "H", "C", "H", "C", "S", "C", "C", "C", "H", "H", "C", "N", "C", "N", "H"], "positions_angstrom": [[1.080626, 5.480942, 0.351991], [4.846813, -1.619594, 5.020682], [3.751990, 1.374412, 3.463864], [2.325547, -3.345342, 1.412241], [0.116045, -6.633607, -2.551345], [-0.635186, -4.714587, -1.279008], [2.505053, 3.643138, 2.904887], [-1.112686, 1.769357, -0.310368], [-1.384569, -2.362048, -1.401126], [-7.823730, 2.418139, -5.433572], [-2.586708, 3.313573, -1.136954], [-1.349147, -1.022538, -1.211971], [1.342396, 6.826861, 0.570034], [7.704588, -2.520286, 5.473126], [-4.996614, 1.484781, -4.857304], [-2.532178, -2.706468, -2.224855], [3.728657, -1.269376, 4.275243], [2.016415, 2.324309, -2.175589], [0.261158, 3.246648, 1.082343], [-1.108982, -2.131281, 3.100749], [0.289122, 7.051343, 3.791322], [3.339989, 0.396603, -1.715085], [-2.372307, -5.036335, -0.072808], [3.757312, -1.283514, 2.883302], [-3.175834, -1.547645, -2.495275], [-4.081957, -1.426023, -3.068123], [4.810518, -1.610037, 6.101675], [-1.156436, -9.384846, -2.596500], [-0.932027, -7.374118, -2.030714], [-5.160003, 1.675607, -2.093771], [-1.722543, 3.974969, -0.332922], [-1.837353, -1.031257, 1.908025], [-2.579027, 0.375390, 2.690883], [4.975012, -1.641425, 1.161697], [-4.928821, 1.417992, -5.934659], [-1.053696, -0.682440, 1.247937], [1.441258, -5.077429, 0.424492], [-5.219363, 1.744739, -1.014331], [6.981729, -2.280098, 2.464619], [4.010595, 1.890870, -3.559293], [-6.260288, 2.015336, -2.869832], [4.939922, -1.651119, 2.244885], [-2.796360, 0.869489, -1.835939], [1.774758, 7.431647, -0.215240], [-0.461557, -3.287100, -0.875653], [0.256368, -5.305282, -2.171083], [6.067984, -2.004475, 2.973010], [-1.836038, -6.814682, -1.142966], [2.233520, 2.654400, 2.569498], [-3.972722, 1.237416, -2.676499], [-6.164198, 1.912810, -4.247804], [-2.980615, 0.825742, -4.525753], [0.531475, 4.688487, 1.358716], [-0.167551, 4.651206, 3.379894], [-2.811177, -3.696605, -2.550002], [3.095791, -3.769478, 2.037505], [1.064900, -4.708361, -2.575798], [-3.906190, 1.150024, -4.065125], [-2.185465, 1.914221, -1.116362], [0.840449, 0.306064, -0.968183], [2.869599, 1.496007, 2.855339], [6.005903, -1.985877, 4.357026], [1.318336, 5.023321, -0.602517], [-3.403199, 3.739399, -1.698799], [-2.608405, -1.571846, 1.374248], [-0.791187, 2.984522, 0.185561], [2.165924, 0.444485, 2.134591], [1.434630, 9.414191, 2.151564], [-1.678280, -5.485519, -0.772838], [-2.419503, -0.486660, -1.847907], [0.511703, 6.610631, 2.828982], [1.682205, 0.180176, -3.989328], [-2.649016, -7.402299, -0.738314], [0.609192, -3.015115, -0.007112], [2.812729, -0.984790, 4.779052], [2.558093, -0.907342, 2.080745], [2.910964, 1.312830, -2.811231], [1.482229, -4.012187, 0.591745], [1.968942, -1.936993, 1.325928], [1.131137, 2.318873, 1.680410], [0.813756, -7.077674, -3.248454], [-1.719445, 5.030990, -0.110963], [0.256798, 5.264959, 2.594289], [0.941278, -1.790018, 0.458056], [1.050189, 7.375733, 1.808489], [1.123800, 0.982078, 1.463410], [-7.177031, 2.349005, -2.402780]], "forces_ev_per_angstrom": [[0.021, 0.016, -0.012], [-0.023, 0.009, -0.034], [-0.005, -0.017, -0.010], [0.018, 0.022, 0.047], [0.007, 0.042, 0.015], [-0.018, 0.044, 0.022], [-0.016, 0.000, -0.012], [0.053, -0.162, 0.146], [-0.007, -0.009, -0.034], [0.058, -0.017, 0.039], [-0.007, -0.012, -0.013], [-0.013, 0.074, 0.038], [-0.015, -0.042, 0.010], [-0.061, 0.018, -0.037], [0.037, -0.028, 0.028], [0.023, -0.036, 0.027], [0.010, -0.015, 0.038], [-0.012, 0.149, 0.022], [0.020, 0.112, 0.000], [-0.053, -0.031, 0.005], [0.002, 0.003, -0.002], [0.137, -0.052, 0.059], [0.006, 0.005, -0.001], [-0.026, 0.018, -0.014], [-0.014, 0.050, -0.006], [0.006, 0.008, 0.006], [-0.003, 0.000, -0.002], [0.007, 0.064, 0.018], [-0.018, -0.110, -0.027], [-0.035, 0.017, -0.023], [0.027, 0.026, 0.036], [0.089, 0.067, 0.094], [-0.075, 0.043, 0.025], [-0.008, -0.002, 0.013], [0.001, -0.001, 0.004], [0.035, 0.016, 0.013], [-0.006, 0.007, -0.004], [0.001, 0.001, -0.004], [-0.001, 0.000, -0.002], [-0.006, 0.005, 0.047], [0.060, -0.027, 0.023], [0.039, -0.007, -0.023], [-0.035, 0.057, -0.056], [-0.001, -0.001, 0.001], [0.016, -0.057, -0.034], [0.002, -0.020, -0.021], [-0.051, 0.015, 0.009], [0.013, 0.050, 0.008], [-0.010, 0.024, -0.002], [0.027, -0.008, 0.063], [-0.102, 0.038, -0.055], [-0.007, 0.000, 0.003], [0.013, -0.045, -0.004], [0.002, 0.001, -0.008], [0.013, 0.002, 0.009], [-0.002, 0.012, 0.002], [-0.005, -0.007, 0.004], [-0.001, 0.031, -0.040], [-0.009, 0.003, 0.036], [0.383, 0.072, -0.689], [0.011, -0.027, 0.008], [0.095, -0.030, 0.052], [-0.004, 0.001, 0.006], [0.001, -0.022, -0.005], [-0.001, -0.005, -0.027], [-0.121, -0.073, 0.016], [-0.023, 0.034, 0.031], [-0.013, -0.074, -0.014], [-0.002, -0.032, -0.005], [-0.064, -0.081, 0.061], [-0.001, -0.061, -0.015], [-0.064, -0.032, -0.016], [0.005, -0.005, -0.005], [-0.017, 0.015, 0.059], [0.001, -0.003, -0.010], [0.077, 0.017, 0.026], [-0.113, -0.050, 0.044], [-0.045, -0.018, -0.013], [-0.085, -0.072, 0.031], [0.015, -0.063, 0.034], [-0.006, 0.000, 0.006], [0.015, -0.009, 0.006], [-0.014, 0.041, 0.014], [0.032, 0.123, 0.023], [0.022, 0.124, 0.019], [-0.179, -0.112, -0.059], [-0.002, 0.000, -0.008]]}


[4]
{"formula": "C5H6O", "method": "ωB97M-V/def2-TZVPD", "spin_multiplicity": 1, "largest_force_ev_per_a": 0.4, "e_tot_ha": -269.18860, "homo_ev": -8.7, "smiles": "C1C[C@]23O[C@@H]2[C@@H]13", "elements": ["C", "H", "C", "O", "H", "C", "H", "H", "C", "H", "H", "C"], "positions_angstrom": [[-0.220451, 0.957790, 0.487424], [-0.526768, 1.636224, 1.281550], [1.022987, 1.098142, -0.334067], [2.043382, 0.624737, 0.623464], [1.250873, 1.096719, -1.391048], [0.020136, -1.218263, -0.041143], [-0.216823, -1.972532, 0.714818], [0.349984, -1.709761, -0.961524], [-1.121557, -0.133544, -0.153838], [-1.460130, 0.059200, -1.176485], [-1.985472, -0.367305, 0.472508], [0.843834, -0.071408, 0.478344]], "forces_ev_per_angstrom": [[-0.103, 0.141, 0.206], [0.040, -0.079, -0.116], [-0.078, 0.110, -0.331], [0.115, -0.058, 0.092], [-0.068, -0.078, 0.140], [0.063, -0.172, -0.029], [0.036, 0.113, -0.118], [-0.016, 0.111, 0.130], [-0.191, -0.005, -0.066], [0.089, -0.007, 0.152], [0.135, 0.045, -0.106], [-0.022, -0.122, 0.044]]}


Calculated relative energy (zero: lowest compared OMol25 entry of this formula, charge and spin) in order - 6.6, 124.8, 1.8, 98.9 kcal per mole